(1)
{
  "formula": "C9H28IN2O9",
  "method": "ωB97M-V/def2-TZVPD",
  "total_energy_ev": -39294.686,
  "charge": -1,
  "molar_mass_g_mol": 435.23,
  "spin_multiplicity": 1,
  "lumo_ev": 2.3,
  "orbital_gap_ev": 6.59,
  "relative_energy_ev": 3.264,
  "symbols": ["I", "C", "C", "O", "O", "H", "H", "H", "H", "H", "H", "C", "C", "O", "O", "H", "H", "H", "H", "H", "H", "C", "C", "O", "O", "H", "H", "H", "H", "H", "H", "C", "C", "O", "O", "H", "H", "H", "H", "H", "H", "C", "O", "N", "N", "H", "H", "H", "H"],
  "xyz": [[-0.412924, -0.827744, 0.431317], [2.508566, -6.105561, -4.631605], [1.904493, -5.105963, -3.583716], [2.761912, -4.733682, -2.528155], [1.485180, -6.351254, -5.674714], [2.788711, -7.096480, -4.274269], [3.440698, -5.734530, -5.057715], [0.945766, -5.500965, -3.247699], [1.706999, -4.153454, -4.075476], [2.202196, -4.282753, -1.891777], [1.469471, -7.274650, -5.936812], [-4.663900, 3.647888, -0.355986], [-5.182443, 5.086447, -0.581777], [-5.864105, 5.630478, 0.554439], [-3.901169, 3.098211, -1.474095], [-5.475495, 2.943332, -0.174318], [-3.984512, 3.701898, 0.494671], [-5.899781, 5.085302, -1.402457], [-4.419928, 5.754368, -0.982476], [-5.371683, 6.330259, 0.989670], [-3.450551, 2.288924, -1.221891], [4.683842, -0.086336, 4.749121], [5.424851, -0.616836, 3.517142], [4.981841, -0.065175, 2.279170], [5.088811, -0.911149, 5.834945], [3.657109, -0.340450, 4.485767], [4.670917, 0.989079, 4.926311], [5.319243, -1.699242, 3.590177], [6.471134, -0.342781, 3.652407], [4.032075, -0.198046, 2.235924], [4.325260, -1.203995, 6.337765], [1.117857, 5.382689, 0.279326], [2.038169, 6.570177, -0.145934], [2.097224, 6.682380, -1.515321], [1.932988, 4.274555, -0.074907], [0.133526, 5.320635, -0.184721], [1.096590, 5.432388, 1.367987], [3.052828, 6.607300, 0.250518], [1.490606, 7.432683, 0.234012], [1.993702, 5.735703, -1.636505], [1.396986, 3.493412, 0.080357], [-5.145331, -5.156858, 0.261862], [-6.104303, -5.802515, 0.021336], [-5.303358, -4.044518, 0.949306], [-3.866225, -5.368926, 0.220064], [-6.083620, -4.057007, 1.590505], [-4.471076, -3.515117, 1.166404], [-3.498293, -6.212774, -0.195443], [-3.120854, -4.699349, 0.347270]],
  "atomic_forces_ev_per_a": [[-0.039, -0.021, 0.026], [-0.779, -0.406, -0.239], [-0.061, 0.064, -1.240], [0.462, -0.997, 0.259], [0.743, 1.035, 0.813], [-0.177, 0.131, 0.835], [-0.198, 0.469, -0.279], [0.021, -0.206, 0.166], [-0.421, -0.242, -0.768], [0.118, 0.176, 0.205], [0.269, 0.029, 0.275], [1.061, -0.407, -0.141], [-0.292, -0.171, -1.088], [0.071, -0.530, -0.136], [-0.798, 1.481, -0.010], [-0.217, 0.322, 0.375], [-0.191, -0.190, 0.347], [-0.311, -0.237, 0.038], [0.495, -0.085, 0.468], [0.304, -0.187, -0.219], [-0.061, -0.045, 0.386], [-1.337, -1.281, -0.974], [0.479, 1.049, 0.404], [0.336, -0.205, 0.807], [0.353, 0.450, 0.370], [-0.529, 0.184, 0.277], [0.700, 0.003, 0.149], [0.067, -0.106, -0.331], [0.170, -0.213, -0.417], [-0.267, -0.036, -0.244], [-0.023, 0.150, -0.090], [3.004, 0.600, 0.666], [-2.315, 1.434, 1.725], [-0.123, -0.808, -1.072], [-0.603, -0.696, -0.280], [0.030, 0.478, -0.057], [-0.662, 0.013, 0.188], [-0.127, -0.706, 0.634], [0.233, 0.546, 0.190], [0.339, -0.401, -1.847], [0.199, -0.545, -0.156], [-0.481, 1.724, 2.197], [-2.105, -3.353, -1.868], [-1.162, 4.199, 1.790], [5.227, -3.418, -2.274], [0.170, 0.486, -0.301], [-0.578, 0.148, 0.493], [-0.361, 0.062, -0.252], [-0.631, 0.262, 0.199]]
}

---

(2)
{
  "formula": "C9H28N7O5Tl",
  "method": "ωB97M-V/def2-TZVPD",
  "total_energy_ev": -35128.723,
  "charge": 2,
  "molar_mass_g_mol": 518.75,
  "spin_multiplicity": 1,
  "lumo_ev": -12.1,
  "orbital_gap_ev": 2.77,
  "symbols": ["Tl", "C", "C", "O", "H", "H", "H", "H", "H", "C", "C", "C", "O", "C", "N", "H", "H", "H", "H", "H", "H", "H", "H", "H", "H", "H", "C", "O", "N", "N", "H", "H", "H", "H", "C", "O", "N", "N", "H", "H", "H", "H", "C", "O", "N", "N", "H", "H", "H", "H"],
  "xyz": [[1.124040, 2.054635, 0.237376], [-2.368152, 0.185493, -3.074293], [-1.022108, 0.857909, -3.307121], [-0.233277, 1.210798, -2.240860], [-2.169607, -0.761320, -2.572066], [-2.907130, -0.061747, -3.988887], [-2.901963, 0.842347, -2.387508], [-1.126888, 1.601880, -4.096829], [-0.448269, 0.088187, -3.823208], [-4.190633, 1.381602, 0.889532], [-2.729319, 0.920599, 1.149295], [-2.475345, -0.537394, 0.753846], [-3.445762, -1.436073, 1.343005], [-3.520429, -1.258938, 2.742289], [-1.838875, 1.805094, 0.356956], [-4.483884, 2.430989, 0.919151], [-4.893464, 0.763840, 1.448546], [-4.392339, 1.101803, -0.144451], [-2.329187, 1.030981, 2.157174], [-1.486212, -0.808655, 1.122798], [-2.450384, -0.650321, -0.330002], [-4.269269, -1.999705, 3.022670], [-3.727201, -0.226841, 3.025354], [-2.610247, -1.605182, 3.231956], [-2.169312, 2.757036, 0.425629], [-2.054059, 1.557480, -0.598280], [0.943973, -1.738599, -0.261707], [1.556763, -0.777904, 0.160262], [0.663890, -2.765997, 0.447322], [0.490814, -1.924162, -1.435160], [0.870962, -2.789088, 1.435598], [0.095432, -3.516976, 0.082666], [0.264405, -1.161123, -2.056940], [-0.148641, -2.700909, -1.523818], [3.609553, 0.840189, 3.362664], [2.991596, 1.356009, 2.466637], [4.483104, 1.468917, 4.133465], [3.522596, -0.388993, 3.703652], [4.856941, 1.040980, 4.968453], [4.692796, 2.433544, 3.919826], [4.051985, -0.845756, 4.432487], [2.958112, -0.915274, 3.052118], [3.536880, 0.501767, -2.516238], [3.242448, 1.226747, -1.650356], [2.741917, 0.139304, -3.447766], [4.623632, -0.179291, -2.609760], [1.778653, 0.423884, -3.341754], [3.179843, -0.211552, -4.287545], [4.817975, -0.743748, -3.424441], [5.293647, -0.016467, -1.871734]],
  "atomic_forces_ev_per_a": [[0.382, -1.185, -0.137], [0.965, -0.344, 0.841], [-0.969, 0.840, 1.322], [-0.673, -0.907, -1.517], [-0.339, -0.092, 0.244], [0.048, 0.476, 0.021], [-0.602, -0.093, -0.132], [0.684, 0.697, -0.255], [1.042, -0.599, -0.666], [-0.081, -1.110, -0.510], [0.387, 1.037, 0.027], [-0.731, -0.447, 0.919], [1.113, 1.379, -1.424], [-0.061, -1.178, 0.083], [-0.389, -0.653, -0.126], [0.587, 0.075, 0.658], [0.045, 0.228, 0.259], [-0.011, -0.134, -0.279], [-0.733, 0.246, 0.357], [0.346, -0.063, 0.081], [-0.459, -0.191, -0.030], [-0.313, 0.588, 0.402], [-0.374, -0.289, 0.236], [0.402, 0.220, 0.033], [0.148, 0.488, 0.475], [0.761, -0.082, -0.893], [0.829, 1.263, 1.642], [0.947, 2.640, 0.684], [-0.665, -3.834, 4.350], [-2.587, 0.202, -6.426], [0.117, -0.057, -0.249], [0.320, 0.019, 0.402], [0.541, -0.029, 0.314], [0.184, 0.209, -0.532], [1.628, 1.685, 1.349], [-1.785, 1.588, -2.679], [1.382, 2.398, 0.754], [-1.726, -5.117, -0.144], [0.033, 0.344, -0.303], [0.006, -0.196, 0.352], [-0.155, 0.118, -0.396], [0.140, -0.492, 0.510], [0.662, -2.403, -1.459], [-1.608, 4.580, 5.615], [-4.273, -0.673, -4.019], [4.718, -1.079, 1.134], [0.381, 0.167, -0.798], [-1.087, -0.012, -0.159], [0.382, 0.055, 0.578], [0.445, -0.281, -0.510]]
}

---

(3)
{
  "formula": "C9H30O6",
  "method": "ωB97M-V/def2-TZVPD",
  "total_energy_ev": -22101.603,
  "molar_mass_g_mol": 234.33,
  "spin_multiplicity": 1,
  "lumo_ev": 0.3,
  "smiles": "CCO.CCO.CCO.CO.CO.CO",
  "orbital_gap_ev": 9.95,
  "relative_energy_ev": 3.339,
  "symbols": ["C", "C", "O", "H", "H", "H", "H", "H", "H", "C", "C", "O", "H", "H", "H", "H", "H", "H", "C", "C", "O", "H", "H", "H", "H", "H", "H", "C", "O", "H", "H", "H", "H", "C", "O", "H", "H", "H", "H", "C", "O", "H", "H", "H", "H"],
  "xyz": [[-0.240928, -4.136044, 2.038186], [1.238882, -3.714734, 2.181806], [1.865602, -3.812564, 0.912926], [-0.349268, -5.171864, 1.716536], [-0.876138, -3.479614, 1.443456], [-0.807488, -4.005614, 2.960196], [1.774162, -4.264994, 2.955636], [1.282902, -2.658354, 2.446816], [1.467712, -3.159774, 0.332286], [2.594712, -1.265434, -1.110114], [1.202072, -0.690644, -0.976614], [0.503022, -1.436224, -0.072924], [3.255662, -0.759954, -1.814194], [2.646162, -2.274844, -1.518214], [3.033652, -1.355904, -0.116504], [0.717442, -0.725954, -1.952314], [1.289792, 0.358826, -0.695514], [-0.398318, -1.129014, 0.048716], [-1.508478, 3.430286, -2.776604], [-1.619328, 2.014876, -3.339634], [-0.861728, 1.807256, -4.594884], [-1.737378, 4.108556, -3.598584], [-0.469648, 3.548256, -2.468384], [-2.197288, 3.566666, -1.942904], [-2.598358, 1.550706, -3.458634], [-1.101058, 1.319746, -2.679124], [-1.076228, 2.428356, -5.294764], [-0.192858, 3.125926, 0.631306], [-1.153608, 2.264616, 1.244946], [-0.627748, 4.040546, 0.228256], [0.636112, 3.388286, 1.288616], [0.151682, 2.552686, -0.229394], [-1.262008, 1.517196, 0.652306], [1.796872, 0.613936, 2.437806], [2.637832, 1.708176, 2.694676], [2.143462, -0.418514, 2.392746], [0.928412, 0.685136, 3.092636], [1.348232, 0.854416, 1.473966], [3.395892, 1.471426, 3.234016], [-2.881318, -0.358194, 0.708096], [-2.053438, -0.149104, -0.420264], [-3.417678, 0.586786, 0.794316], [-3.577278, -1.196594, 0.679316], [-2.260258, -0.373404, 1.603726], [-2.642438, -0.405304, -1.133734]],
  "atomic_forces_ev_per_a": [[-0.250, 0.178, 1.042], [-1.359, 0.894, -1.128], [0.834, -0.945, 0.344], [0.061, 0.102, -0.114], [0.673, 0.063, -0.895], [0.374, -0.445, 0.684], [0.047, -0.304, -0.397], [-0.155, 0.144, 0.487], [-0.303, 0.282, 0.066], [0.541, -0.667, -0.004], [1.004, 0.726, -1.893], [-0.481, -1.364, 1.731], [-0.141, 0.697, 0.350], [-0.674, -0.294, 0.102], [0.298, 0.301, -0.044], [-0.165, 0.158, -0.273], [-0.087, 0.233, 0.189], [-0.198, 0.252, -0.388], [-0.127, -0.950, -0.857], [1.310, -0.934, -0.976], [-0.308, 0.025, 1.194], [-0.060, 0.366, 0.270], [-0.155, 0.347, 0.069], [0.104, 0.131, -0.010], [-0.439, 0.690, -0.114], [0.073, 0.053, 0.189], [-0.397, 0.258, 0.251], [-0.137, -0.674, -0.722], [-0.050, 0.423, 0.437], [-0.290, 0.080, 0.235], [-0.100, -0.249, 0.143], [0.704, 0.385, -0.150], [-0.088, 0.038, -0.040], [-1.805, 0.598, -0.623], [1.029, 0.029, 0.138], [0.732, 0.261, 0.217], [0.009, -0.382, 0.455], [0.126, -0.346, -0.259], [-0.097, -0.151, 0.070], [-0.277, 1.640, 1.284], [0.038, -1.041, -0.466], [-0.694, -0.199, 0.404], [0.318, -0.136, -0.258], [0.076, -0.456, -0.044], [0.486, 0.185, -0.696]]
}